# 1
Entry from the OMol25 dataset: a molecular structure, C12H21Br3NO10S in a non-equilibrium geometry (wB97M-V/def2-TZVPD).

Results
Total charge: -1
LUMO energy: 1.8 eV
Electronic energy: -255699.54688 eV
Max |F|: 7.8 eV Å⁻¹
ΔE to the lowest compared entry with this formula, charge and spin: 252.62 kcal per mole

XYZ file:
```
48
C12H21Br3NO10S wB97M-V/def2-TZVPD
N 0.354 0.743 0.204
O 0.633 0.402 -0.915
O 1.044 1.692 0.632
O -0.594 0.230 0.780
O 2.029 1.306 -2.936
C 1.226 0.628 -3.565
O 1.036 0.815 -4.877
C 0.003 -0.041 -5.351
C -0.749 -0.486 -4.095
C 0.365 -0.474 -3.018
H 0.508 -0.930 -5.728
H -0.656 0.507 -6.025
H -1.080 -1.492 -4.351
H -1.554 0.195 -3.818
H 0.979 -1.374 -2.971
H -0.096 -0.401 -2.033
O -4.799 1.367 1.358
C -3.657 1.522 1.621
O -2.972 2.625 1.107
C -1.670 2.668 1.532
C -1.629 1.675 2.698
C -2.866 0.759 2.594
H -1.143 3.588 1.787
H -1.060 2.245 0.734
H -1.564 2.205 3.649
H -0.653 1.189 2.733
H -3.308 0.736 3.590
H -2.705 -0.228 2.161
O 2.807 0.281 0.069
S 2.892 -1.011 0.825
O 4.102 -1.811 0.761
O 2.620 -0.694 2.464
C 1.297 -0.327 2.811
C 1.489 0.585 4.093
C 1.456 -2.089 0.340
H 0.667 -1.215 2.841
H 0.871 0.310 2.037
H 2.132 1.429 3.841
H 1.990 0.062 4.907
H 0.494 0.998 4.258
H 0.532 -1.518 0.432
H 1.484 -3.061 0.831
H 1.688 -2.154 -0.723
C -0.287 -2.199 -1.436
Br -0.810 -2.673 0.435
Br -1.899 -1.704 -2.505
Br 0.798 -3.625 -2.394
H 0.257 -1.257 -1.381
```

=====

# 2
Entry from the OMol25 dataset: a molecular structure, C12H21Br9O3 in a non-equilibrium geometry (wB97M-V/def2-TZVPD).

Results
Total charge: 0
LUMO energy: -0.7 eV
Electronic energy: -649306.94739 eV
Max |F|: 1.9 eV Å⁻¹
ΔE to the lowest compared entry with this formula, charge and spin: 25.77 kcal per mole

XYZ file:
```
45
C12H21Br9O3 wB97M-V/def2-TZVPD
C -3.832 -3.372 -0.524
C -2.487 -2.643 -0.646
O -1.440 -3.178 -0.297
C -2.410 -1.283 -1.274
H -4.482 -3.051 0.290
H -3.586 -4.414 -0.319
H -4.289 -3.313 -1.512
H -2.669 -1.450 -2.320
H -1.366 -0.972 -1.235
H -2.977 -0.454 -0.851
C 0.569 1.450 2.642
C 1.200 0.751 1.439
O 0.565 0.025 0.699
C 2.633 1.036 1.175
H -0.026 0.874 3.351
H -0.182 2.123 2.228
H 1.311 1.970 3.247
H 2.937 0.767 0.163
H 3.264 0.481 1.870
H 2.757 2.114 1.273
C 1.899 -2.075 -0.769
C 2.443 -3.244 -1.634
O 3.197 -3.067 -2.574
C 1.839 -4.590 -1.277
H 0.812 -1.994 -0.756
H 2.339 -1.169 -1.185
H 2.135 -2.253 0.280
H 1.852 -5.386 -2.022
H 0.813 -4.296 -1.056
H 2.246 -4.944 -0.330
C 2.879 6.527 2.575
Br 2.172 4.651 2.570
Br 4.853 6.446 2.891
Br 1.951 7.633 3.942
H 2.609 6.997 1.629
C -4.255 1.286 1.154
Br -5.193 2.201 2.587
Br -5.426 0.008 0.154
Br -2.602 0.396 1.932
H -3.973 2.170 0.581
C 0.358 1.306 -3.686
Br -1.283 1.712 -2.614
Br 1.978 1.144 -2.543
Br 0.714 2.710 -5.047
H 0.154 0.366 -4.199
```

=====

# 3
Entry from the OMol25 dataset: 8 unconnected molecules or ions with the total composition C12H21Cl10N3O4 in a non-equilibrium geometry (wB97M-V/def2-TZVPD).

Results
Multiplicity: 2
Total charge: -1
LUMO energy (spin up / spin down): 2.2 / 2.2 eV
Electronic energy: -150662.15260 eV
Max |F|: 3.0 eV Å⁻¹

XYZ file:
```
50
C12H21Cl10N3O4 wB97M-V/def2-TZVPD
N -19.080 11.009 -11.020
C -18.417 10.713 -9.860
C -17.349 9.796 -9.858
C -17.050 8.912 -10.974
C -17.770 9.295 -12.141
C -18.712 10.330 -12.147
H -18.760 11.305 -9.024
H -16.937 9.603 -8.878
H -16.154 8.312 -11.031
H -17.389 8.825 -13.036
H -19.226 10.584 -13.062
C -20.376 7.181 -11.264
N -20.304 6.506 -9.945
O -20.374 5.298 -9.880
O -20.120 7.261 -9.021
H -20.693 8.222 -11.190
H -21.143 6.611 -11.788
H -19.387 7.056 -11.704
C -13.939 7.262 -14.545
N -14.806 8.009 -15.539
O -15.532 8.991 -15.263
O -14.599 7.693 -16.674
H -13.543 7.931 -13.780
H -13.132 6.838 -15.142
H -14.571 6.484 -14.117
C -20.585 12.353 -5.909
Cl -19.783 13.186 -7.223
Cl -19.777 12.503 -4.425
H -21.552 12.752 -5.600
H -20.713 11.292 -6.125
C -16.835 7.339 -6.893
Cl -17.266 6.897 -5.210
Cl -15.335 6.662 -7.406
H -17.561 7.124 -7.677
H -16.629 8.407 -6.833
C -19.979 11.620 -16.236
Cl -18.535 10.630 -15.793
Cl -20.232 13.130 -15.328
H -19.794 11.961 -17.254
H -20.897 11.047 -16.102
C -21.517 13.583 -11.155
Cl -21.766 14.832 -9.892
Cl -23.083 13.066 -11.901
H -20.931 14.068 -11.936
H -20.935 12.754 -10.753
C -15.722 4.162 -10.115
Cl -16.459 5.405 -11.267
Cl -13.922 4.292 -10.164
H -16.042 4.311 -9.084
H -16.128 3.223 -10.491
```